[1]
C11H13B | ωB97M-V/def2-TZVPD

```
! RIJCOSX wB97M-V def2-TZVPD def2/J DEFGRID3
* xyz 0 1
C -1.969 0.268 -2.622
C -1.905 0.217 -1.270
C -2.601 1.286 -0.516
C -2.846 1.229 0.804
C -2.446 0.122 1.639
C -1.805 -0.929 0.935
C -1.299 -0.786 -0.422
C -0.487 -1.847 -0.985
C 0.362 -1.119 -0.238
B 1.311 -0.356 0.608
C 1.167 1.233 0.599
C 2.164 -1.048 1.685
H -2.616 0.908 -3.167
H -1.451 -0.553 -3.124
H -3.074 2.006 -1.109
H -3.512 1.917 1.218
H -2.822 -0.107 2.604
H -1.470 -1.826 1.509
H -0.597 -2.646 -1.633
H 1.835 1.568 -0.088
H 1.740 1.556 1.544
H 0.163 1.722 0.529
H 2.833 -0.477 2.304
H 2.711 -1.908 1.418
H 1.306 -1.318 2.397
*
```

The structure (SMILES) is C=C1C=CC=C[C@@]12C=C2B(C)C. As for the relative energy (zero: lowest compared OMol25 entry of this formula, charge and spin): 86.7 kcal per mole. For the LUMO energy (alpha / beta), the calculation gives -0.001 / -0.001 hartree. The highest occupied orbital energy (alpha / beta) comes out at -7.219 / -7.220 eV. As for the frontier orbital gap (alpha / beta): 7.20 / 7.20 eV.


[2]
C11H13Cl2NO4S2 | ωB97M-V/def2-TZVPD

```
! RIJCOSX wB97M-V def2-TZVPD def2/J DEFGRID3
* xyz 0 1
C -3.074 -1.905 1.636
S -3.420 -0.123 1.598
C -3.778 0.125 -0.179
C -2.586 -0.050 -1.106
C -1.438 0.923 -0.806
N -0.638 0.536 0.335
S 0.411 -0.725 0.108
O 0.183 -1.695 1.139
O 0.316 -1.137 -1.262
C 2.080 -0.067 0.383
C 2.419 1.190 0.864
Cl 1.238 2.333 1.333
C 3.755 1.556 0.999
C 4.756 0.662 0.668
C 4.440 -0.607 0.217
C 3.104 -0.963 0.084
Cl 2.694 -2.539 -0.431
C -0.535 1.062 -2.026
O -0.890 0.887 -3.156
O 0.680 1.524 -1.709
H -3.184 -2.215 2.670
H -3.802 -2.419 1.016
H -2.058 -2.103 1.303
H -4.168 1.141 -0.238
H -4.572 -0.574 -0.445
H -2.191 -1.066 -1.047
H -2.911 0.120 -2.135
H -1.841 1.925 -0.600
H -1.192 0.448 1.183
H 3.990 2.540 1.371
H 5.789 0.952 0.773
H 5.205 -1.325 -0.026
H 1.217 1.590 -2.516
*
```

The structure (SMILES) is CSCC[C@@H](NS(=O)(=O)c1c(Cl)cccc1Cl)C(=O)O. As for the relative energy (zero: lowest compared OMol25 entry of this formula, charge and spin): 16.7 kcal per mole. For the LUMO energy, the calculation gives 0.019 hartree. The highest occupied orbital energy comes out at -8.858 eV. As for the frontier orbital gap: 9.36 eV.


[3]
C11H13Cl2NS | ωB97M-V/def2-TZVPD

```
! RIJCOSX wB97M-V def2-TZVPD def2/J DEFGRID3
* xyz 0 1
Cl -4.835 -0.872 -0.429
C -3.515 0.157 -0.014
C -3.697 1.532 -0.004
C -2.640 2.356 0.333
C -1.408 1.812 0.651
C -1.208 0.438 0.645
C 0.137 -0.154 0.970
N 0.655 -0.874 -0.183
C 1.007 -0.033 -1.316
C 2.509 0.232 -1.471
S 3.311 0.415 0.151
C 2.938 -1.261 0.788
C 1.676 -1.843 0.135
C -2.278 -0.390 0.310
Cl -2.076 -2.097 0.305
H -4.662 1.941 -0.258
H -2.777 3.426 0.343
H -0.584 2.460 0.912
H 0.808 0.645 1.318
H 0.017 -0.882 1.779
H 0.649 -0.527 -2.230
H 0.473 0.914 -1.217
H 2.689 1.161 -2.007
H 3.016 -0.581 -1.992
H 2.809 -1.138 1.863
H 3.804 -1.898 0.605
H 1.937 -2.352 -0.797
H 1.245 -2.589 0.810
*
```

The structure (SMILES) is Clc1cccc(CN2CCSCC2)c1Cl. For the LUMO energy, the calculation gives 0.028 hartree. The highest occupied orbital energy comes out at -8.221 eV. As for the frontier orbital gap: 8.97 eV.


[4]
C11H13ClMoO3 | ωB97M-V/def2-TZVPD

```
! RIJCOSX wB97M-V def2-TZVPD def2/J DEFGRID3
* xyz 2 3
Cl -1.377 2.550 -1.153
C -0.957 -1.661 -1.358
C 0.423 -1.712 -0.985
C 1.176 -0.918 -1.952
H 0.861 -2.369 -0.229
C 0.245 -0.401 -2.954
C -1.081 -0.790 -2.524
H -2.003 -0.486 -3.025
H -1.807 -2.155 -0.880
H 2.252 -0.777 -1.975
C 0.562 0.506 -4.114
Mo -0.200 0.397 -0.928
C 1.424 1.073 0.756
O 2.442 1.478 1.105
C -1.669 1.109 0.827
O -2.439 1.504 1.602
H 1.491 1.020 -3.913
H -0.134 1.341 -4.186
H 0.662 -0.053 -5.067
C -1.105 0.671 4.517
C 0.229 0.354 3.850
C 1.066 -0.738 4.531
O 0.498 0.940 2.777
H -1.071 0.514 5.610
H -1.833 -0.022 4.030
H -1.405 1.704 4.263
H 0.752 -1.734 4.141
H 2.163 -0.615 4.428
H 0.829 -0.741 5.607
*
```

As for the relative energy (zero: lowest compared OMol25 entry of this formula, charge and spin): 16.5 kcal per mole. Its expectation value of S² is 2.0458. For the LUMO energy (alpha / beta), the calculation gives -0.420 / -0.396 hartree. The highest occupied orbital energy (alpha / beta) comes out at -16.294 / -16.314 eV. As for the frontier orbital gap (alpha / beta): 4.87 / 5.53 eV.